# 1
{
  "formula": "C38H22N9O3STa",
  "method": "ωB97M-V with the def2-TZVPD basis set",
  "symbols": ["Ta", "C", "C", "C", "C", "C", "N", "C", "N", "C", "C", "C", "C", "C", "C", "C", "C", "N", "C", "N", "C", "N", "C", "N", "C", "N", "C", "C", "C", "C", "C", "C", "C", "C", "C", "C", "C", "C", "N", "C", "C", "H", "H", "H", "H", "H", "H", "H", "H", "H", "H", "H", "H", "H", "H", "H", "H", "N", "C", "C", "C", "C", "C", "C", "S", "O", "O", "O", "H", "H", "H", "H", "H", "H"],
  "coordinates": [[13.86913, 11.82045, 11.40571], [11.50365, 6.26655, 8.80643], [10.25838, 6.87589, 9.13644], [10.21798, 8.13333, 9.70536], [11.47444, 8.62618, 10.15736], [11.72938, 9.85167, 10.79165], [13.02436, 9.97002, 11.16011], [13.71244, 8.76782, 10.69400], [14.90800, 8.32947, 10.70349], [16.03539, 9.29371, 10.89436], [17.37831, 8.85409, 11.58711], [18.55207, 8.19412, 11.22768], [19.52419, 8.04802, 12.29072], [19.34787, 8.50000, 13.56307], [18.16709, 9.06196, 13.88284], [17.28156, 9.28416, 12.88536], [16.30900, 10.41326, 12.93392], [16.22059, 11.27324, 14.01971], [15.41237, 12.25972, 14.08859], [14.29597, 12.48681, 13.29498], [13.77933, 13.70720, 13.58802], [12.57531, 14.10174, 13.37258], [11.62169, 13.29333, 12.84214], [11.89327, 12.26737, 11.99864], [10.69037, 11.74271, 11.58920], [10.58422, 10.61969, 10.84951], [9.57263, 12.40719, 12.31463], [8.24100, 12.09169, 12.63299], [7.62763, 12.96962, 13.56393], [8.21709, 14.10677, 14.10380], [9.54549, 14.35893, 13.82593], [10.20318, 13.48634, 13.02986], [14.62119, 14.43678, 14.53750], [14.53147, 15.71161, 14.92667], [15.27855, 16.05557, 16.06751], [15.90986, 15.07960, 16.74014], [16.20024, 13.79891, 16.18048], [15.49121, 13.43310, 15.03577], [15.59076, 10.46647, 11.79438], [12.64792, 7.92627, 10.06850], [12.73759, 6.70880, 9.31106], [11.40238, 5.42584, 8.16746], [9.38854, 6.44513, 8.67035], [9.36630, 8.79308, 9.77770], [18.75782, 7.80337, 10.20883], [20.39880, 7.44711, 12.07837], [20.18246, 8.39487, 14.27062], [17.83807, 9.42545, 14.84335], [7.68485, 11.30622, 12.21323], [6.63583, 12.71073, 13.87522], [7.63869, 14.73490, 14.77662], [10.03441, 15.27037, 14.19372], [13.85244, 16.37852, 14.37916], [15.17432, 17.04663, 16.52066], [16.29896, 15.28176, 17.73658], [16.92593, 13.17348, 16.63281], [13.67697, 6.26125, 9.08286], [12.28754, 14.67163, 9.84955], [13.44452, 13.87152, 9.74640], [14.54680, 14.22120, 10.49170], [15.73418, 13.36870, 10.50068], [15.73219, 12.20533, 9.72167], [14.48077, 11.82080, 9.05596], [13.27169, 12.51003, 9.21644], [17.14281, 11.07115, 9.23950], [17.07930, 11.27480, 7.85075], [16.35546, 9.69389, 9.52725], [18.31890, 11.09610, 9.95471], [11.50653, 14.61914, 9.16276], [12.48426, 15.65344, 10.06590], [14.71012, 15.21370, 10.92957], [16.63901, 13.62920, 11.05921], [14.54138, 10.88867, 8.40666], [12.42865, 12.23268, 8.54788]],
  "e_lumo_ev": -7.862,
  "total_charge": 2,
  "homo_ev": -12.8
}

# 2
{
  "formula": "C26H33N5O2S5Sr",
  "method": "ωB97M-V with the def2-TZVPD basis set",
  "symbols": ["Sr", "C", "C", "N", "N", "C", "S", "S", "C", "C", "C", "C", "C", "C", "C", "C", "C", "C", "C", "C", "C", "O", "H", "H", "H", "H", "H", "H", "H", "H", "H", "H", "H", "H", "H", "H", "C", "C", "S", "C", "C", "S", "C", "C", "S", "H", "H", "H", "H", "H", "H", "H", "H", "H", "H", "H", "H", "C", "N", "C", "C", "O", "N", "C", "N", "H", "H", "H", "H", "H", "H", "H"],
  "coordinates": [[-1.16628, 0.56673, 0.07799], [2.70784, -2.50079, -1.48583], [1.79912, -1.28805, -1.50842], [1.41695, -0.72931, -0.41113], [2.12084, -1.26363, 0.66702], [1.78584, -0.91262, 1.85693], [0.52136, 0.11280, 2.41687], [2.76021, -1.82518, 3.04946], [2.88738, -0.68897, 4.45446], [4.01638, 0.30014, 4.33225], [5.13074, 0.20608, 5.15710], [6.18125, 1.10788, 5.04234], [6.12650, 2.11804, 4.09467], [5.01375, 2.22190, 3.26885], [3.96635, 1.32291, 3.38674], [1.42249, -0.77343, -2.85761], [2.34865, -0.94574, -3.89374], [2.11367, -0.51673, -5.18702], [0.89802, 0.09078, -5.48083], [-0.03376, 0.27853, -4.48063], [0.20867, -0.11704, -3.15452], [-0.71616, 0.10516, -2.24133], [2.35236, -3.20281, -0.73263], [3.71881, -2.22876, -1.17950], [2.73887, -2.98939, -2.45602], [3.04069, -1.33427, 5.32019], [1.92019, -0.19854, 4.56726], [5.17905, -0.58531, 5.89680], [7.04182, 1.01953, 5.69353], [6.94512, 2.81989, 3.99787], [4.96291, 3.00927, 2.52693], [3.09615, 1.41053, 2.74822], [3.30144, -1.40571, -3.66984], [2.86372, -0.65521, -5.95372], [0.68164, 0.41780, -6.49062], [-0.98712, 0.75073, -4.68880], [-5.68631, 2.96011, -0.35237], [-5.71889, 1.49094, 0.03196], [-4.09622, 0.70242, 0.25089], [-3.34836, 1.11490, -1.37207], [-2.40282, 2.39699, -1.45353], [-1.98125, 3.27349, 0.12039], [-2.61019, 4.95259, -0.06981], [-4.12455, 5.21458, 0.03030], [-5.12886, 4.05320, 0.98332], [-6.68936, 3.25430, -0.66663], [-5.02839, 3.11526, -1.20613], [-6.27286, 0.92798, -0.71967], [-6.22718, 1.34738, 0.98619], [-4.18448, 1.27503, -2.04917], [-2.81493, 0.24318, -1.78652], [-2.88852, 3.13854, -2.08409], [-1.46494, 2.11802, -1.96010], [-2.22373, 5.35175, -1.00780], [-2.08757, 5.47490, 0.73186], [-4.56917, 5.29961, -0.96089], [-4.25408, 6.18845, 0.50261], [-0.71611, -5.37339, -0.81333], [-0.83048, -4.18026, -0.00917], [-0.95439, -4.13996, 1.43187], [-1.29182, -2.66696, 1.66334], [-1.59161, -2.20639, 2.73220], [-1.23926, -1.99844, 0.43975], [-1.07527, -2.94542, -0.48348], [-1.16092, -2.71133, -1.79892], [-0.66430, -6.23360, -0.15090], [0.19476, -5.36265, -1.41744], [-1.58091, -5.49800, -1.46994], [-0.03562, -4.41026, 1.95509], [-1.77502, -4.76706, 1.78570], [-1.09746, -1.72102, -2.06750], [-0.74435, -3.37604, -2.42929]],
  "de_lowest_ev": 0.000,
  "e_lumo_ev": -0.049,
  "homo_ev": -6.9
}

# 3
{
  "formula": "C23H23N3O6",
  "method": "ωB97M-V with the def2-TZVPD basis set",
  "symbols": ["C", "C", "H", "H", "C", "C", "C", "C", "C", "C", "C", "H", "O", "C", "H", "H", "H", "O", "C", "C", "C", "C", "C", "C", "O", "N", "N", "C", "C", "C", "C", "C", "C", "C", "H", "H", "H", "N", "O", "O", "H", "H", "H", "O", "H", "H", "H", "H", "H", "H", "H", "H", "H", "H", "H"],
  "coordinates": [[5.80374, 1.09561, -0.33443], [4.32965, 0.73211, -0.21385], [3.80931, 1.00312, -1.13571], [3.87803, 1.29225, 0.60709], [4.13466, -0.76598, 0.04253], [2.68159, -1.10896, 0.20879], [1.84189, -1.18757, -0.89276], [0.50665, -1.50316, -0.72859], [-0.02321, -1.75745, 0.52903], [0.81619, -1.67713, 1.65671], [2.15234, -1.34256, 1.47102], [2.80985, -1.27595, 2.32331], [0.26592, -1.97076, 2.86997], [0.99780, -1.64925, 4.02837], [1.87898, -2.28954, 4.14079], [1.30343, -0.59921, 4.02385], [0.31951, -1.82568, 4.86193], [-1.33756, -2.12849, 0.57202], [-2.15400, -1.63576, 1.62619], [-3.52786, -1.46867, 1.06401], [-4.74327, -1.97973, 1.44570], [-5.67310, -1.53061, 0.49284], [-4.95980, -0.77404, -0.41261], [-5.44698, -0.14648, -1.63284], [-6.58524, -0.26702, -2.04144], [-4.54219, 0.59650, -2.36805], [-3.32292, 0.89239, -1.95077], [-2.51031, 1.55677, -2.66929], [-1.20328, 1.89430, -2.14282], [-0.85937, 1.53315, -0.83978], [0.36950, 1.91368, -0.32944], [1.28073, 2.63957, -1.09227], [0.94750, 2.97266, -2.39132], [-0.28304, 2.60911, -2.91257], [-0.53922, 2.88637, -3.92479], [1.64582, 3.52801, -2.99843], [2.22312, 2.93102, -0.65683], [0.70311, 1.57400, 1.02453], [1.77333, 1.94475, 1.46347], [-0.10753, 0.93420, 1.66605], [-1.56025, 0.97098, -0.24452], [-2.76303, 1.91075, -3.67556], [-4.89257, 0.94627, -3.26617], [-3.66033, -0.73918, -0.04832], [-6.72418, -1.72911, 0.45231], [-4.93802, -2.59876, 2.29691], [-1.76601, -0.67383, 1.98126], [-2.17883, -2.34234, 2.46288], [-0.15812, -1.56949, -1.57565], [2.23148, -1.00512, -1.88320], [4.54781, -1.32808, -0.79878], [4.68586, -1.04756, 0.94142], [6.33395, 0.84909, 0.58270], [5.92119, 2.16074, -0.52065], [6.26727, 0.55008, -1.15426]],
  "de_lowest_ev": 5.970,
  "e_lumo_ev": -0.602,
  "homo_ev": -7.9
}